{"formula": "C16H31N2", "method": "the ωB97M-V functional and the def2-TZVPD basis", "species": ["C", "C", "C", "C", "C", "N", "C", "C", "N", "C", "C", "C", "C", "C", "C", "C", "C", "C", "H", "H", "H", "H", "H", "H", "H", "H", "H", "H", "H", "H", "H", "H", "H", "H", "H", "H", "H", "H", "H", "H", "H", "H", "H", "H", "H", "H", "H", "H", "H"], "xyz": [[-4.30, -2.11, -0.44], [-3.91, -1.10, 0.64], [-3.26, 0.19, 0.12], [-3.66, 1.37, 1.02], [-5.04, 1.90, 0.67], [-1.76, 0.11, 0.04], [-1.20, 1.16, -0.85], [0.32, 1.20, -0.73], [0.85, -0.08, -1.14], [2.26, -0.12, -1.47], [3.26, 0.13, -0.32], [4.47, 0.92, -0.83], [5.55, 1.00, 0.20], [5.61, 0.21, 1.26], [4.61, -0.86, 1.54], [3.76, -1.17, 0.31], [0.36, -1.12, -0.26], [-1.17, -1.18, -0.37], [-4.83, -2.94, 0.02], [-4.97, -1.64, -1.16], [-3.45, -2.51, -0.98], [-4.83, -0.81, 1.15], [-3.28, -1.57, 1.40], [-3.61, 0.37, -0.90], [-3.63, 1.05, 2.06], [-2.95, 2.19, 0.91], [-5.30, 2.71, 1.34], [-5.07, 2.28, -0.35], [-5.80, 1.13, 0.77], [-1.40, 0.30, 0.99], [-1.47, 0.90, -1.88], [-1.62, 2.13, -0.61], [0.71, 1.97, -1.40], [0.59, 1.48, 0.31], [2.45, -1.09, -1.93], [2.40, 0.65, -2.24], [2.77, 0.72, 0.46], [4.16, 1.93, -1.12], [4.87, 0.43, -1.73], [6.30, 1.76, 0.03], [6.40, 0.32, 1.99], [5.13, -1.77, 1.87], [3.96, -0.55, 2.37], [4.38, -1.70, -0.43], [2.94, -1.83, 0.58], [0.77, -2.07, -0.58], [0.64, -0.95, 0.80], [-1.45, -1.37, -1.41], [-1.54, -1.99, 0.26]], "charge": 1, "e_tot_ha": -737.52558, "e_homo_ev": -11.39, "homo_lumo_gap_ev": 8.97, "smiles": "CCC(CC)[NH+]1CCN(C[C@@H]2CC=CCC2)CC1", "e_above_lowest_kcal_mol": 0.0}

=====

{"formula": "C13H26BrN3OPV", "method": "the ωB97M-V functional and the def2-TZVPD basis", "species": ["V", "C", "C", "C", "C", "C", "Br", "N", "C", "H", "H", "H", "H", "H", "H", "C", "P", "C", "C", "O", "H", "H", "H", "H", "H", "H", "H", "H", "H", "N", "C", "C", "N", "C", "C", "H", "H", "H", "H", "H", "H", "H", "H", "H", "H", "H"], "xyz": [[-0.77, -0.18, 0.32], [2.65, 2.47, 3.99], [1.31, 2.13, 3.42], [0.13, 2.65, 3.98], [-1.10, 2.33, 3.43], [-1.11, 1.48, 2.34], [-2.71, 0.87, 1.42], [0.00, 0.98, 1.78], [1.19, 1.29, 2.32], [2.55, 3.14, 4.85], [3.28, 2.97, 3.23], [3.19, 1.56, 4.30], [0.17, 3.29, 4.87], [-2.04, 2.72, 3.84], [2.05, 0.86, 1.83], [-0.17, -4.37, -0.66], [-1.42, -3.31, 0.07], [-1.88, -3.65, 1.78], [-2.88, -3.26, -0.98], [-0.85, -1.85, 0.05], [-0.59, -5.38, -0.82], [0.73, -4.47, -0.02], [0.14, -3.97, -1.65], [-2.31, -4.67, 1.83], [-2.66, -2.93, 2.12], [-1.01, -3.61, 2.46], [-3.40, -4.24, -0.93], [-2.59, -3.09, -2.04], [-3.59, -2.47, -0.66], [1.50, 1.86, -3.72], [0.49, 2.65, -2.96], [0.35, 2.11, -1.53], [-0.04, 0.69, -1.53], [1.03, -0.07, -2.22], [1.16, 0.41, -3.67], [2.44, 2.01, -3.33], [1.52, 2.17, -4.70], [-0.48, 2.59, -3.50], [0.80, 3.72, -2.93], [-0.41, 2.72, -1.01], [1.31, 2.22, -0.98], [-0.90, 0.60, -2.09], [0.79, -1.15, -2.22], [1.98, 0.07, -1.67], [0.21, 0.26, -4.23], [1.95, -0.18, -4.19]], "charge": 4, "e_tot_ha": -4608.37033, "e_homo_ev": [-21.73, -21.74], "homo_lumo_gap_ev": [7.31, 8.04], "spin_multiplicity": 3, "e_above_lowest_kcal_mol": 0.0}

=====

{"formula": "C3H8N2O", "method": "the ωB97M-V functional and the def2-TZVPD basis", "species": ["C", "N", "C", "C", "N", "O", "H", "H", "H", "H", "H", "H", "H", "H"], "xyz": [[0.89, -1.29, -0.64], [-0.49, -0.93, -0.66], [-0.66, -0.44, 0.72], [-0.40, 1.04, 0.94], [-0.27, 1.88, -0.17], [-0.69, 1.46, 1.99], [1.75, -1.04, -1.34], [0.91, -2.36, -0.68], [1.55, -0.87, -0.02], [-0.70, -0.25, -1.39], [-0.31, -1.11, 1.47], [-1.73, -0.44, 0.88], [0.25, 1.52, -0.97], [-0.10, 2.82, -0.12]], "charge": 1, "e_tot_ha": -303.45493, "e_homo_ev": [-16.16, -15.45], "homo_lumo_gap_ev": [12.56, 6.29], "spin_multiplicity": 2, "e_above_lowest_kcal_mol": 57.5}